(1)
C9H18OSi2 | ωB97M-V/def2-TZVPD

Structure (XYZ):
```
30
Properties=species:S:1:pos:R:3:forces:R:3:nbo_charge:R:1
H -1.216140 -1.831747 -0.468333 1.458 -0.640 0.538 0.2765
C -1.224471 0.436084 0.898318 -1.597 1.966 2.239 -0.7427
C 3.519485 -1.529083 -1.639048 -0.529 1.185 -0.218 -1.1349
H 3.282194 1.515444 -1.187248 -1.774 -0.808 1.297 0.2289
H 3.523152 -2.141177 1.287324 -0.471 1.827 0.223 0.2298
H 4.140135 -0.430205 1.243909 1.342 0.504 -0.454 0.2215
C -0.927984 0.836553 2.192017 1.211 -1.520 -1.297 -0.2889
Si 2.257544 -0.749908 -0.373995 2.678 -1.013 -0.815 1.9037
H -0.362795 0.226749 0.268399 0.017 -0.793 -0.356 0.3214
H 3.374176 -0.661044 -2.304671 0.680 -0.400 -0.644 0.2021
H 2.728779 -0.637312 2.056103 -0.778 -0.184 1.377 0.1956
C -2.070294 -2.041676 -1.055553 -1.404 0.841 -1.314 -0.1371
H 0.144200 0.642116 2.484136 -1.045 0.582 -0.408 0.2222
H 1.585589 1.321662 -1.552304 -0.761 0.179 -0.184 0.2204
H 4.570575 -1.651277 -1.423404 0.457 0.536 0.471 0.2073
H 2.003542 1.752898 0.197662 0.313 -0.759 -1.525 0.2083
H -3.905519 -1.098022 -1.685930 -0.417 -0.574 -0.474 0.2287
C -3.054526 -1.117592 -1.037653 -0.288 1.203 0.776 -0.8306
H -3.039938 2.813192 1.443936 -1.257 0.534 -0.350 0.2305
C -4.035191 2.761003 0.932470 0.635 -1.374 0.003 -0.2648
H -2.134778 -2.828471 -1.822274 0.385 0.133 0.718 0.2177
C -4.320155 1.672330 0.217206 1.688 -1.756 -0.707 -0.7123
C 3.263231 -1.017482 1.223806 -0.933 -1.906 -0.665 -1.1315
O 0.878719 -1.389610 -0.682466 -2.109 -0.077 0.698 -1.3544
H -4.861049 3.427937 0.983199 0.062 1.283 0.538 0.2215
H 3.307082 -2.421129 -2.208650 -0.833 -0.281 -0.025 0.2194
C 2.256563 1.120381 -0.736694 2.165 1.415 0.639 -1.1650
Si -2.949393 0.351674 0.059653 1.497 -0.154 0.370 1.7569
H -5.221436 1.521348 -0.380769 0.035 0.230 0.449 0.2460
H -1.511293 1.146364 3.070863 -0.426 -0.181 -0.901 0.2038
```
Positions in Å, forces in eV/Å.

The LUMO energy comes out at -2.53 eV. The total energy comes out at -1007.770872 a.u. Its energy above the lowest of the compared OMol25 structures with the same formula, charge and spin is 389.5 kJ/mol. Its net charge is 0. The HOMO energy is -6.9 eV. Its HOMO-LUMO gap is 4.41 eV. The calculation puts the max |F| at 3.38 eV Å⁻¹.

***

(2)
C24H29F3NO3 | ωB97M-V/def2-TZVPD

Structure (XYZ):
```
60
Properties=species:S:1:pos:R:3:forces:R:3:nbo_charge:R:1
C -4.074615 1.116785 1.420779 -0.079 0.119 0.030 -0.0936
C 5.855284 1.010866 -3.234258 0.034 0.638 0.174 -0.2155
H -5.019100 -0.368531 2.701914 -0.079 0.230 0.006 0.2405
H -4.287396 0.969641 -0.734606 0.050 0.085 -0.091 0.2175
H 2.184366 -0.700554 -3.197351 -0.358 -0.181 0.024 0.1857
H 6.774847 0.477307 -3.414634 0.216 -0.150 -0.074 0.1865
H 0.593666 -1.657046 1.362655 -0.089 -0.248 -0.030 0.2269
H 4.644206 -0.721964 -3.389227 -0.073 -0.342 -0.114 0.1901
H -5.819143 1.188520 0.112174 -0.085 0.123 0.084 0.1983
H -2.436064 -4.865784 0.127390 0.042 -0.158 0.069 0.1978
H -5.000293 -0.381021 0.142139 -0.083 0.221 -0.010 0.2371
C -0.192392 -3.978165 1.416701 -0.242 0.261 -0.032 -0.6055
C -0.286934 0.299033 1.371413 0.487 0.277 -0.026 0.0410
H -4.309913 0.985674 3.575803 0.066 0.113 0.131 0.1986
C 0.899467 0.930231 1.333575 -0.573 -0.208 0.081 -0.2076
C 2.207915 0.181178 1.311060 -1.365 1.127 -0.668 0.9486
C -2.339261 -3.793718 2.676227 -0.168 0.100 0.071 -0.6080
H -5.831339 1.203562 2.711689 -0.077 0.133 -0.075 0.1994
F 3.223168 1.070079 1.305523 -0.028 -0.923 0.105 -0.3126
H -1.811131 -3.477029 3.573336 0.146 0.007 0.139 0.1992
H 7.463151 3.489477 -2.058328 0.164 0.119 0.073 0.1968
C -4.861244 0.710052 2.678423 0.025 -0.174 0.042 -0.6099
C 5.904250 2.385743 -3.007607 0.119 -0.103 -0.100 -0.1094
N 0.947343 0.999894 -3.027371 2.426 -1.516 -0.088 0.4730
C 7.187165 3.137170 -3.052804 0.389 0.166 -0.031 -0.6107
H 0.944195 2.001473 1.318413 0.167 0.342 -0.087 0.2259
H 0.372600 -3.685099 2.299678 0.112 0.027 0.090 0.2054
C -1.507383 -1.812807 1.421365 0.717 -0.468 -0.021 -0.0598
H 7.098182 4.008636 -3.703759 0.094 0.099 0.003 0.1994
C -0.347189 -1.139661 1.386422 -0.425 -0.613 0.014 -0.1823
C 3.524591 2.405333 -2.731908 -0.116 0.231 0.154 -0.2729
C 4.659164 0.340810 -3.226314 -0.625 0.089 0.161 -0.2707
O -0.071361 0.274726 -3.013237 -0.389 -0.022 -0.012 -0.5577
H -3.346194 2.972405 2.297523 0.065 0.065 0.126 0.2021
H -1.815188 -3.459273 -0.734401 0.118 0.013 -0.106 0.2166
C -2.342693 -3.782062 0.160893 -0.133 0.133 -0.106 -0.6097
H 2.618835 2.944670 -2.530139 0.019 0.016 -0.021 0.2487
H -4.855831 3.147269 1.416309 -0.173 -0.063 0.002 0.2099
F 2.277801 -0.600600 2.409672 0.924 -0.142 -0.219 -0.3290
H -0.273348 -5.062837 1.419349 -0.127 -0.109 0.000 0.2088
O 0.867816 2.245071 -3.006164 -0.700 0.184 0.077 -0.5516
C 2.210861 0.365367 -3.079601 -2.392 0.281 0.055 -0.3111
H -3.338622 -3.360836 2.708208 0.115 -0.176 0.000 0.2387
H -1.498638 2.094405 1.377034 0.099 0.322 -0.045 0.2160
C -4.847794 0.698680 0.158780 0.077 -0.162 -0.085 -0.6122
H -3.349197 2.968222 0.532215 0.053 0.053 -0.105 0.2170
C -1.586329 -3.334200 1.419369 0.026 -0.171 0.022 -0.0756
F 2.254575 -0.583745 0.199703 0.810 0.072 0.761 -0.3038
H -3.340146 -3.344296 0.134614 0.097 -0.168 -0.003 0.2355
H 0.368211 -3.689794 0.529477 0.096 0.020 -0.074 0.2173
C -1.541443 1.022398 1.393466 -0.512 -0.249 0.025 -0.2041
C -2.730242 0.392927 1.425147 0.025 0.901 -0.027 0.0196
C -3.892950 2.641990 1.416519 0.088 -0.335 -0.041 -0.6068
H 8.005556 2.524156 -3.432824 0.032 -0.026 0.019 0.1976
C -2.775361 -1.074046 1.441018 0.154 -0.035 -0.029 0.4908
C 4.721012 3.064653 -2.735776 0.584 -0.499 -0.132 -0.1980
H -2.428889 -4.878086 2.701334 0.056 -0.154 -0.060 0.1991
C 3.440386 1.026123 -3.007169 0.506 0.706 -0.081 0.0387
H 4.749017 4.123232 -2.537027 0.022 0.310 0.055 0.1853
O -3.840007 -1.666603 1.467177 -0.327 -0.189 -0.001 -0.5912
```
Positions in Å, forces in eV/Å.

The LUMO energy comes out at 1.21 eV. The total energy comes out at -1511.948185 a.u. Its net charge is -1. The HOMO energy is -2.9 eV. Its HOMO-LUMO gap is 4.08 eV. The calculation puts the max |F| at 2.86 eV Å⁻¹.

***

(3)
Cl4NOP | ωB97M-V/def2-TZVPD

Structure (XYZ):
```
7
Properties=species:S:1:pos:R:3:forces:R:3:nbo_charge:R:1
N -0.680145 0.295821 -0.882627 -1.416 -0.611 -0.770 -0.8171
O 0.291525 0.137980 2.062347 1.643 -0.119 -6.003 -0.7751
Cl -1.665260 1.369872 0.076256 0.146 -0.358 -0.624 0.2344
Cl 1.897500 1.535454 -0.706707 0.319 0.306 -0.284 -0.1490
P 0.758099 0.095011 -0.024864 -1.380 -0.314 7.635 1.4694
Cl -1.554480 -1.177625 -1.373860 0.686 1.114 0.513 0.1833
Cl 1.601613 -1.632213 -0.449684 0.001 -0.018 -0.467 -0.1458
```
Positions in Å, forces in eV/Å.

The LUMO energy comes out at -1.32 eV. The total energy comes out at -2311.952417 a.u. Its energy above the lowest of the compared OMol25 structures with the same formula, charge and spin is 419.7 kJ/mol. Its net charge is 0. The HOMO energy is -9.5 eV. Its HOMO-LUMO gap is 8.15 eV. The calculation puts the max |F| at 7.77 eV Å⁻¹.

***

(4)
C5H6N2 | ωB97M-V/def2-TZVPD

Structure (XYZ):
```
13
Properties=species:S:1:pos:R:3:forces:R:3:nbo_charge:R:1
H -0.660530 -0.434833 -2.856777 0.025 0.098 0.093 0.2200
N -1.167088 -0.896370 -0.802110 -0.003 -2.879 2.091 -0.6088
H 0.747679 1.635961 -1.789537 -0.154 -0.208 0.083 0.2221
N -0.046906 0.861698 0.103848 0.101 0.261 0.064 -0.4039
H -0.396986 -1.171734 2.442631 0.032 -0.229 -0.203 0.2226
C 0.795484 0.518605 1.334182 0.284 0.507 0.279 -0.1908
C 0.205727 0.842480 -1.287221 -0.023 -0.267 -0.105 -0.0719
H 1.823436 0.328595 1.013397 -0.171 -0.029 0.050 0.1996
C -0.073439 -0.717032 1.519983 -0.217 0.999 0.134 -0.4955
C -0.708459 -0.312288 0.359591 0.591 0.308 0.502 0.3630
H 0.764422 1.314475 2.083284 0.075 -0.044 -0.053 0.1907
C -0.488581 -0.188216 -1.819798 0.695 0.287 -0.190 -0.0801
H -0.802548 -1.848973 -0.417727 -1.236 1.198 -2.746 0.4331
```
Positions in Å, forces in eV/Å.

The LUMO energy comes out at 1.11 eV. The total energy comes out at -303.500385 a.u. Its energy above the lowest of the compared OMol25 structures with the same formula, charge and spin is 356.2 kJ/mol. Its net charge is 0. The HOMO energy is -7.3 eV. Its HOMO-LUMO gap is 8.45 eV. The calculation puts the max |F| at 3.56 eV Å⁻¹.